(1)
Below is C24H80Cl2N4NiO26 as an isolated structure at a distorted geometry, with properties calculated with ωB97M-V/def2-TZVPD.

```
137
Properties=species:S:1:pos:R:3:forces:R:3
Ni 0.1040 0.3188 0.7353 1.45 -0.05 -0.49
Cl 5.7256 1.0977 -0.7484 2.32 -0.26 0.42
O 5.7680 -0.1277 -1.5594 -0.60 1.37 0.09
O 6.6217 0.9074 0.3740 -0.09 0.43 -0.87
O 6.0965 2.2994 -1.5382 -0.83 -1.81 0.78
O 4.4110 1.2900 -0.1710 -1.33 0.22 -0.59
Cl 3.3313 -0.3706 4.7838 1.61 0.74 -0.04
O 4.0097 0.8497 5.0797 -0.40 0.63 0.82
O 3.9018 -0.8304 3.5595 0.16 -1.28 -1.58
O 3.4803 -1.3213 5.8234 0.27 -0.77 0.76
O 1.9387 -0.1634 4.5668 -2.41 0.60 -0.35
O 0.0204 2.3020 1.4513 -0.30 -0.81 -0.89
H 0.5400 3.1044 1.5013 0.63 0.46 -0.31
H -0.6860 2.4338 2.0837 -0.31 -0.09 0.57
O 0.8859 0.7741 -1.2371 -0.58 -0.48 1.34
H 0.5949 0.3069 -2.0202 -0.32 -0.59 -0.44
H 1.3591 1.5351 -1.5737 0.67 1.24 -0.21
O -1.8494 0.1967 -0.0353 1.15 -0.17 0.36
H -2.1705 -0.6845 -0.2266 0.19 -0.83 0.13
H -2.5820 0.7721 -0.2552 -0.64 1.26 -0.17
O -2.7405 -2.3694 0.0114 -0.26 0.23 -0.01
H -3.3417 -2.5335 0.7380 -0.24 -0.03 0.31
H -3.0815 -2.9021 -0.7071 -0.01 -0.36 -0.38
O -1.5747 2.7817 3.4661 -0.40 0.06 0.24
H -1.6404 2.3177 4.3007 0.35 -0.16 0.29
H -2.3226 3.3790 3.4640 -0.20 0.29 -0.08
O -0.5256 -0.3535 2.5684 0.70 0.08 -0.13
H 0.0976 -0.4606 3.2869 1.11 0.10 0.30
H -1.3831 -0.4860 2.9727 -0.79 -0.04 -0.33
O -2.8768 -0.5805 3.5229 -0.45 -0.11 0.29
H -3.0146 0.1276 4.1521 -0.08 0.19 0.27
H -3.7563 -0.8084 3.2217 -0.27 -0.11 -0.09
O 1.2450 4.8972 1.6880 -0.15 -0.24 -0.13
H 1.7680 4.7640 2.4785 0.38 -0.09 0.29
H 0.8067 5.7364 1.8287 -0.16 0.22 -0.03
O 0.4202 -1.6478 0.2742 -0.80 1.29 0.34
H 0.2191 -2.4220 0.7999 -0.49 -0.88 0.62
H 0.9042 -1.9879 -0.4784 0.84 -0.27 -1.35
O 2.1838 0.2129 1.3255 -1.05 0.29 -0.28
H 2.6529 -0.2150 2.0418 0.30 -0.34 0.92
H 2.8739 0.5426 0.7499 0.61 0.34 -0.58
C -1.7999 -5.4698 -2.5844 1.04 -0.67 0.66
O -1.6644 -5.4513 -1.1643 0.41 0.73 0.75
C -0.3130 -5.5449 -0.6107 -0.20 -0.66 0.44
C -0.3264 -5.3840 0.9399 -1.32 -0.25 -2.57
N -0.7153 -4.0247 1.2371 0.07 0.46 1.65
C -0.9463 -3.8437 2.6743 2.21 0.26 0.14
C 0.4690 -3.8068 3.3687 -0.67 -0.42 0.89
O 1.0607 -5.1299 3.5582 -1.66 0.98 -0.08
C 2.1375 -5.0803 4.4613 0.42 0.64 0.29
H -2.8442 -5.5878 -2.8735 0.00 -0.01 0.35
H -1.2293 -6.3376 -2.9154 -0.09 -0.08 -0.57
H -1.3957 -4.5810 -3.0690 0.10 0.21 0.07
H 0.4069 -4.8604 -1.0592 -0.47 0.48 -0.07
H 0.1269 -6.5252 -0.7943 -0.33 -0.41 -0.33
H 0.6231 -5.7348 1.3442 0.08 0.68 0.07
H -1.0790 -6.0858 1.2994 -0.17 -0.28 0.21
H -1.5258 -3.6602 0.7572 0.16 -0.78 -0.56
H -1.6125 -4.5557 3.1614 0.25 -0.81 -0.11
H -1.4794 -2.9149 2.8771 0.45 0.47 -0.27
H 0.3278 -3.2658 4.3044 -0.09 -0.57 0.80
H 1.2093 -3.1368 2.9316 -0.08 -0.10 -1.03
H 2.9735 -4.6012 3.9517 0.44 -0.21 0.19
H 2.3835 -6.0609 4.8687 -0.03 -0.18 -0.61
H 1.9183 -4.4760 5.3416 -0.24 0.27 0.05
C -1.4826 -1.4631 -2.8115 0.83 -0.07 0.10
O -0.1722 -0.9973 -3.1002 -0.38 -0.52 -0.06
C 0.6638 -1.9580 -3.7391 -0.58 0.32 -1.42
C 1.9695 -2.0657 -3.0850 0.63 -0.14 1.43
N 1.8685 -2.7943 -1.8083 0.92 0.11 0.26
C 3.2403 -2.8161 -1.1957 -1.08 -0.37 0.92
C 3.2376 -3.6426 0.1217 0.58 0.10 0.66
O 4.5216 -4.0165 0.6338 -0.19 0.24 -0.62
C 5.3328 -2.8781 0.9213 -0.20 0.63 -0.22
H -2.0203 -0.5999 -2.4193 -0.15 -0.25 -0.10
H -1.3771 -2.2549 -2.0698 -0.29 -0.04 0.32
H -1.9651 -1.8999 -3.6858 -0.14 0.22 -0.25
H 0.7738 -1.6324 -4.7735 0.26 0.19 -0.15
H 0.2535 -2.9616 -3.8507 -0.73 -0.11 0.48
H 2.3068 -1.0653 -2.8138 0.38 0.00 -0.40
H 2.6845 -2.6056 -3.7058 0.17 0.40 -0.44
H 1.5390 -3.7307 -1.9945 0.19 -0.26 -0.09
H 3.4153 -1.7552 -1.0172 0.56 -0.09 0.22
H 4.0212 -3.2147 -1.8432 -0.03 -0.01 -0.32
H 2.6963 -4.5862 0.0529 -0.03 -0.15 -0.57
H 2.7277 -3.1192 0.9305 -0.23 0.55 -0.04
H 6.2676 -3.1599 1.4060 -0.24 -0.35 -0.09
H 4.8139 -2.1653 1.5622 -0.16 -0.10 0.37
H 5.5607 -2.3099 0.0195 0.22 -0.12 -0.22
C 0.6457 1.5993 -4.7900 1.74 0.20 0.49
O 1.7551 1.0906 -3.9881 -0.80 -0.17 -0.94
C 3.0256 1.7373 -4.1250 0.01 0.60 1.51
C 3.0134 3.1584 -3.4947 -0.58 -1.36 0.33
N 2.5532 3.0727 -2.0694 -0.18 1.05 -0.90
C 2.4609 4.4577 -1.4914 0.16 -1.17 -0.16
C 1.1503 5.1607 -1.8711 0.98 -0.70 0.67
O 1.3990 6.0653 -2.8761 0.24 1.16 -0.85
C 0.3190 6.9379 -3.1327 1.14 -0.07 -0.88
H 0.9621 1.5525 -5.8321 -0.30 0.05 -0.21
H 0.4591 2.6361 -4.5101 -0.15 0.12 -0.09
H -0.2582 1.0155 -4.6167 0.36 -0.20 0.14
H 3.5325 1.7331 -5.0899 -0.80 0.12 -0.68
H 3.7036 1.1125 -3.5436 -0.04 -0.07 0.38
H 2.3151 3.7826 -4.0522 0.11 0.24 0.05
H 4.0251 3.5569 -3.5709 0.08 0.23 0.00
H 3.2318 2.5019 -1.5859 0.47 0.15 0.49
H 3.3147 5.0507 -1.8189 -0.04 0.28 -0.28
H 2.5645 4.4502 -0.4063 -0.21 -0.50 -0.02
H 0.8295 5.7134 -0.9881 -0.57 -0.09 0.26
H 0.4224 4.4321 -2.2281 -0.37 -0.28 0.42
H -0.0633 7.4075 -2.2264 -0.26 -0.14 0.11
H -0.4253 6.4218 -3.7392 -0.53 0.02 0.29
H 0.7665 7.7022 -3.7680 -0.28 0.23 0.03
C -7.6324 1.4211 2.5229 -0.82 0.49 1.97
O -6.3161 1.0481 2.2208 -0.52 0.44 -1.54
C -6.2988 0.5461 0.8760 2.63 0.17 1.09
C -4.7980 0.3882 0.4921 -0.75 -0.69 -0.89
N -4.1369 1.6174 -0.0689 -1.46 0.31 1.86
C -3.9968 2.6486 1.0675 -0.14 -1.45 -0.25
C -3.1517 3.8541 0.7238 -1.49 0.20 -0.03
O -3.9327 4.7637 -0.0714 0.64 0.27 -0.69
C -3.2214 5.9486 -0.5171 0.13 -1.09 -0.49
H -7.6437 2.2357 3.2470 0.45 0.23 0.03
H -8.1138 0.6223 3.0870 -0.37 -0.35 -0.40
H -8.2725 1.7902 1.7215 0.33 -0.39 -0.48
H -6.6398 1.2521 0.1187 -0.79 0.20 0.26
H -6.8673 -0.3838 0.8689 0.05 -0.14 -0.40
H -4.8445 -0.3840 -0.2758 0.28 0.18 -0.66
H -4.1602 -0.1133 1.2199 -0.12 0.58 0.51
H -4.8541 1.9519 -0.6964 0.27 0.48 -0.60
H -3.5496 1.9895 1.8117 0.77 0.52 0.29
H -4.9078 2.9420 1.5891 -0.51 0.04 -0.71
H -2.2662 3.4227 0.2570 0.52 0.89 -0.14
H -3.0509 4.4533 1.6287 1.12 -0.45 0.48
H -2.2510 5.6741 -0.9307 0.14 -0.23 -0.10
H -3.0011 6.7165 0.2244 -0.49 -0.17 0.53
H -3.7922 6.3749 -1.3421 -0.16 0.00 0.26
```
Positions in Å, forces in eV/Å.

## Properties
E_HOMO   -8.39 eV
HOMO-LUMO gap   7.30 eV
E_LUMO   -0.0401 hartree
<S²>   2.003
Multiplicity   3
M   970.5 g/mol
F_max   2.896 eV Å⁻¹

(2)
Below is C5H9LaMgO4 as an isolated structure at a distorted geometry, with properties calculated with ωB97M-V/def2-TZVPD.

```
20
Properties=species:S:1:pos:R:3:forces:R:3
O 1.3587 -2.0179 0.4385 -4.51 -7.39 -4.03
C 0.1979 -1.7852 -0.1418 -2.88 0.14 -2.14
C -0.2649 -0.5397 -0.3993 -1.21 -0.73 -1.63
O 0.4403 0.4713 0.2830 -0.85 0.56 -0.69
C 0.7755 1.6454 -0.4557 0.07 0.43 -0.69
C 1.7671 2.4190 0.3763 -0.18 0.61 -0.08
O 2.8092 1.5147 0.7702 0.05 2.02 -0.73
C 3.9593 2.1711 1.3072 0.28 0.43 0.14
La 2.2443 -0.6431 1.2951 7.28 4.51 7.50
H -0.4054 -2.6462 -0.4600 0.43 0.31 -0.07
H -0.1214 2.2511 -0.6451 0.19 -0.18 0.02
H 1.2213 1.3417 -1.4154 -0.15 0.15 0.21
H 1.3004 2.8411 1.2785 0.12 -0.07 -0.20
H 2.1980 3.2325 -0.2232 -0.14 -0.14 0.13
H 4.6821 1.3999 1.5912 -0.10 0.17 -0.06
H 4.3942 2.8236 0.5395 -0.02 -0.19 0.20
H 3.6722 2.7639 2.1863 0.12 -0.15 -0.18
H -1.0626 -0.2672 -1.2328 1.30 -0.48 2.04
Mg -3.9203 -0.6869 -0.7625 0.34 0.35 -1.95
O -3.3370 -0.3185 -2.4779 -0.16 -0.36 2.23
```
Positions in Å, forces in eV/Å.

## Properties
Charge   +1
ΔE to the lowest compared entry with this formula, charge and spin   95.8 kcal per mole
E_HOMO (spin up / spin down)   -8.49 / -10.78 eV
HOMO-LUMO gap (spin up / spin down)   4.09 / 6.36 eV
E_LUMO (spin up / spin down)   -0.1619 / -0.1622 hartree
<S²>   0.751
Multiplicity   2
M   296.3 g/mol
F_max   11.380 eV Å⁻¹

(3)
Below is a 3-piece molecular cluster, C3H14NO3S overall at a distorted geometry, with properties calculated with ωB97M-V/def2-TZVPD.

```
22
Properties=species:S:1:pos:R:3:forces:R:3
C -1.3240 0.0883 0.9339 0.11 0.75 0.22
O -1.2384 1.5163 1.0804 0.14 -0.43 0.32
C 0.1103 -0.4150 0.7016 -0.91 0.92 -1.15
C 0.0813 -1.8129 0.0757 -0.87 -0.62 0.22
S 1.2847 -2.8131 0.9398 0.54 -0.12 0.58
N 0.5901 0.5262 -0.3946 -0.90 1.39 -0.08
H -1.8257 -0.3580 1.8049 0.43 -0.15 -0.27
H -1.9187 -0.0741 0.0423 -0.17 -0.54 -0.18
H -1.9864 1.7781 1.6158 -0.17 0.39 0.12
H 0.7083 -0.2442 1.6033 0.11 -0.38 -0.37
H -0.9446 -2.2282 0.1398 0.50 0.13 0.36
H 0.2634 -1.8303 -0.9991 0.30 0.44 0.07
H 1.4074 -3.8227 0.0866 -0.12 -0.19 -0.28
H 0.6731 1.5514 -0.0769 -0.37 -1.82 -0.07
H 1.5199 0.3562 -0.7669 -0.08 -0.66 0.04
H -0.1383 0.4649 -1.1348 0.61 -0.19 -0.16
H -1.2107 -0.5502 -3.1512 -0.07 0.15 0.36
H -1.4852 0.9239 -2.8940 -0.19 0.13 -0.03
O -1.3167 0.0960 -2.4319 0.12 -0.20 -0.50
H 1.9072 2.6009 1.5765 0.01 0.25 0.34
H 2.8472 2.2401 0.4180 -0.34 -0.01 0.32
O 1.9959 2.0065 0.8309 1.30 0.77 0.15
```
Positions in Å, forces in eV/Å.

## Properties
Charge   +1
ΔE to the lowest compared entry with this formula, charge and spin   12.8 kcal per mole
E_HOMO   -12.43 eV
HOMO-LUMO gap   9.51 eV
E_LUMO   -0.1076 hartree
Multiplicity   1
M   144.2 g/mol
F_max   1.860 eV Å⁻¹

(4)
Below is one molecule with the formula C7H15N at a distorted geometry, with properties calculated with ωB97M-V/def2-TZVPD.

```
23
Properties=species:S:1:pos:R:3:forces:R:3
C 0.5467 -2.1290 0.7961 0.23 0.09 0.13
C -0.4473 -0.9881 0.5663 -0.07 -0.44 0.14
C -1.7947 -1.5483 0.1071 -0.16 0.18 0.00
C 0.0954 -0.0296 -0.4637 -0.42 0.89 0.68
C -0.1367 1.4663 -0.4219 -0.06 -1.05 0.07
C -0.9281 2.1406 0.6468 -0.26 0.24 0.51
N 1.1619 0.8976 -0.0653 -0.27 -0.05 -0.86
C 2.1798 1.0897 -1.0957 0.75 0.10 0.19
H 0.7568 -2.6684 -0.1341 -0.09 0.02 0.05
H 0.1596 -2.8448 1.5285 0.03 0.06 -0.11
H 1.4988 -1.7429 1.1763 -0.12 -0.03 -0.07
H -0.5993 -0.4837 1.5277 0.09 0.10 -0.19
H -2.5495 -0.7558 0.0674 0.04 -0.10 -0.03
H -2.1544 -2.3235 0.7918 0.06 0.10 -0.09
H -1.7249 -1.9869 -0.8950 0.05 0.00 0.11
H 0.1585 -0.4904 -1.4459 0.22 0.15 -0.16
H -0.2375 1.9782 -1.3740 0.31 -0.20 -0.23
H -1.9958 1.9462 0.5083 0.03 0.08 0.04
H -0.6450 1.8155 1.6533 0.00 -0.03 -0.24
H -0.7733 3.2235 0.5965 -0.05 -0.10 0.06
H 2.0665 0.4309 -1.9641 -0.17 0.08 0.03
H 2.2014 2.1270 -1.4470 -0.05 -0.11 0.09
H 3.1611 0.8760 -0.6595 -0.08 0.01 -0.10
```
Positions in Å, forces in eV/Å.

## Properties
ΔE to the lowest compared entry with this formula, charge and spin   24.0 kcal per mole
SMILES   CC(C)[C@H]1[C@@H](C)N1C
E_HOMO   -8.99 eV
HOMO-LUMO gap   10.15 eV
E_LUMO   0.0427 hartree
Multiplicity   1
M   113.2 g/mol
F_max   1.193 eV Å⁻¹

(5)
Below is a 2-piece molecular cluster, C4H4O3 overall at a distorted geometry, with properties calculated with ωB97M-V/def2-TZVPD.

```
11
Properties=species:S:1:pos:R:3:forces:R:3
O 0.0242 -2.4826 1.8209 0.04 1.55 -0.89
C 0.0628 -1.4726 1.2632 0.34 -0.63 0.12
O 1.4744 -1.1685 -0.0330 -0.23 -0.13 0.32
C 1.2952 0.1405 -0.1369 -0.16 0.24 -0.02
C -0.1444 0.5030 0.0589 -0.17 -0.04 0.08
C -1.4190 0.5621 -0.6162 -0.25 -0.22 -0.04
O -0.7496 1.6624 0.1085 0.09 -0.25 0.46
H 1.3146 0.5661 -1.1753 0.32 -0.37 -0.04
H 1.9244 0.8141 0.4802 -0.13 -0.17 -0.06
H -2.2707 0.1592 -0.0813 -0.02 0.05 -0.13
H -1.5119 0.7161 -1.6890 0.17 -0.03 0.20
```
Positions in Å, forces in eV/Å.

## Properties
ΔE to the lowest compared entry with this formula, charge and spin   117.0 kcal per mole
E_HOMO   -9.20 eV
HOMO-LUMO gap   8.90 eV
E_LUMO   -0.0108 hartree
Multiplicity   1
M   100.1 g/mol
F_max   1.787 eV Å⁻¹

(6)
Below is a 2-piece molecular cluster, C4H15N2O2 overall at a distorted geometry, with properties calculated with ωB97M-V/def2-TZVPD.

```
23
Properties=species:S:1:pos:R:3:forces:R:3
N 1.6298 0.9211 0.7835 -0.37 -2.09 -0.73
C 0.4565 -0.1854 1.0840 -0.20 -0.81 0.48
C -0.0513 -0.7460 -0.3049 -1.35 -1.48 2.35
C 0.8154 -1.7093 -0.9992 1.09 -4.70 -4.52
O -0.3019 0.4209 -1.0086 -0.95 0.12 -1.59
C -0.8668 0.4107 1.7425 1.66 0.78 0.12
N -0.3431 1.4771 2.6718 -1.60 0.53 -2.03
H 1.4412 1.9118 1.0614 0.05 -1.19 0.03
H 2.5212 0.4968 1.1755 -1.41 1.28 -0.23
H 1.7170 0.7964 -0.2494 -0.08 0.87 0.63
H 1.0763 -0.8622 1.7347 -1.23 0.16 -0.70
H -1.0183 -1.3986 -0.0396 1.57 1.72 -0.37
H 1.8779 -1.5835 -1.1215 0.64 1.16 0.41
H 0.8833 -2.9004 -0.7665 -1.04 2.90 0.36
H 0.5346 -1.8098 -2.1884 0.20 0.54 2.87
H -0.9023 0.2838 -1.8260 1.23 0.25 1.07
H -1.7155 -0.3629 2.0249 2.25 1.30 0.04
H -1.2497 0.9028 0.8534 -0.50 0.45 0.32
H -0.1885 1.1948 3.6097 -0.27 -0.04 0.83
H -0.8378 2.3950 2.5507 0.51 -1.59 0.72
H -2.1782 -0.5315 -3.3774 -1.95 -2.14 -0.39
H -1.7065 0.7081 -4.0748 -0.33 1.42 -1.91
O -1.5933 0.1701 -3.3360 2.08 0.55 2.25
```
Positions in Å, forces in eV/Å.

## Properties
Charge   +1
ΔE to the lowest compared entry with this formula, charge and spin   67.4 kcal per mole
E_HOMO   -13.29 eV
HOMO-LUMO gap   10.37 eV
E_LUMO   -0.1070 hartree
Multiplicity   1
M   123.2 g/mol
F_max   6.610 eV Å⁻¹

(7)
Below is C18H16N4O2SeV as an isolated structure at a distorted geometry, with properties calculated with ωB97M-V/def2-TZVPD.

```
42
Properties=species:S:1:pos:R:3:forces:R:3
V 1.1191 -0.1181 0.0548 -0.38 -0.38 0.28
C 4.5213 2.0516 -0.8745 -0.29 0.16 -0.01
C 3.0765 1.7864 -1.0010 0.82 -2.01 1.70
O 2.6151 0.7296 -0.3409 1.30 1.53 -0.95
C 2.1830 2.5266 -1.7434 -1.90 0.32 -0.78
C 0.8419 2.1823 -1.9298 1.09 1.68 -0.81
C 0.0027 2.9694 -2.8681 0.01 0.05 0.06
N 0.2902 1.1018 -1.2918 -2.62 -2.10 0.32
N -0.9499 0.7713 -1.6978 2.97 2.97 -0.68
C -1.3113 -0.3747 -1.1726 -1.04 -3.18 1.55
O -0.4099 -0.9588 -0.3550 -1.02 0.14 -0.82
C -2.5582 -0.9974 -1.4643 1.10 0.92 0.04
C -2.8861 -2.2571 -0.8916 -0.05 -0.21 0.06
C -4.0755 -2.8407 -1.2106 -0.27 0.08 -0.21
C -4.9659 -2.1866 -2.1048 0.36 0.03 0.18
C -4.6537 -0.9382 -2.6754 -0.18 -0.21 0.04
C -3.4673 -0.3435 -2.3652 0.16 0.07 0.04
H 5.0455 1.5067 -1.6698 0.01 -0.05 -0.07
H 4.7383 3.1100 -1.0061 0.02 0.04 -0.07
H 4.9000 1.6920 0.0804 -0.01 -0.05 -0.01
H 2.5602 3.3929 -2.2671 -0.02 0.02 -0.07
H 0.5466 3.8343 -3.2344 -0.01 0.01 -0.01
H -0.2864 2.3438 -3.7163 -0.01 -0.01 -0.01
H -0.9207 3.2878 -2.3817 -0.01 0.01 -0.02
H -2.1925 -2.7399 -0.2179 0.00 0.00 0.01
H -4.3544 -3.7994 -0.7949 0.01 0.01 0.01
H -5.9067 -2.6651 -2.3508 0.00 0.01 0.00
H -5.3515 -0.4667 -3.3534 0.01 0.01 0.00
H -3.1924 0.6121 -2.7887 -0.03 0.00 -0.02
Se 0.1226 2.0316 2.7246 0.08 -0.28 0.05
N 0.7120 0.5573 1.8111 -0.03 0.12 0.01
C 0.9973 -0.4152 2.7049 -0.10 0.26 0.05
C 1.4731 -1.7017 2.3927 0.09 -0.17 0.05
C 1.7284 -2.5550 3.4371 -0.01 0.05 -0.08
C 1.5146 -2.1813 4.7976 -0.01 0.03 0.04
C 1.0432 -0.9513 5.1289 0.00 0.00 0.02
C 0.7722 -0.0285 4.0724 0.01 0.00 -0.04
N 0.3218 1.2014 4.2401 -0.02 0.07 0.09
H 1.6476 -2.0686 1.3721 -0.02 0.06 0.05
H 2.1026 -3.5500 3.2308 0.00 0.01 -0.01
H 1.7372 -2.9062 5.5685 -0.01 0.01 0.01
H 0.8697 -0.6452 6.1520 0.01 -0.02 0.00
```
Positions in Å, forces in eV/Å.

## Properties
Charge   +3
E_HOMO (spin up / spin down)   -18.16 / -18.16 eV
HOMO-LUMO gap (spin up / spin down)   4.50 / 4.50 eV
E_LUMO (spin up / spin down)   -0.5020 / -0.5020 hartree
Multiplicity   1
M   450.3 g/mol
F_max   4.255 eV Å⁻¹